1.
This record from the Open Molecules 2025 dataset describes a molecular structure, C28H20N4O5Os. The level of theory is wB97M-V/def2-TZVPD.

```
58
Properties=species:S:1:pos:R:3:forces:R:3:mulliken_spin:R:1
C 3.19804 -2.08969 1.37591 -1.2 2.7 1.1 0.013
H -4.69850 1.71598 3.05110 -0.2 0.7 -0.4 -0.001
N -0.82645 2.65522 0.40431 -3.1 -0.1 1.1 0.006
N 0.36054 -2.58368 -0.90023 0.9 1.1 1.4 0.026
C -1.90039 -1.32093 -3.26482 -0.1 -1.4 -1.5 0.000
C 1.46877 5.80143 -1.20561 0.7 0.4 -1.8 0.001
C -2.96680 -1.72214 3.42105 1.3 1.0 -0.6 0.020
H -4.67948 -2.17609 4.47893 -0.7 -1.3 0.5 0.000
H -2.83076 -0.95220 -5.10923 -0.2 -0.1 -0.6 0.000
O 1.09480 1.43969 0.20698 0.5 -0.5 -0.5 0.059
N 1.07413 -2.03876 0.20515 0.8 -0.7 -0.4 0.066
Os 0.21580 0.00528 1.13756 -1.1 -0.7 0.3 3.201
C -4.25828 -1.48396 3.81243 0.4 0.1 0.8 0.001
C 4.48654 -2.52468 1.22082 2.1 -0.4 0.3 -0.010
C -0.62623 -1.76611 -1.19921 0.4 -1.6 0.3 0.015
H -1.09045 -4.26697 -1.91833 0.7 -1.0 1.1 0.001
N -1.28005 1.51800 1.13254 1.7 0.8 -0.8 0.018
C -2.37266 1.62725 1.75739 -1.1 -2.1 0.6 0.042
C 4.06475 -0.23388 2.72307 -0.4 0.0 1.1 0.024
C 1.63111 3.12817 -2.12090 1.3 1.0 -0.9 -0.003
C 0.93148 3.47810 -0.96423 0.5 -0.4 0.4 0.000
C -2.98332 0.50272 2.49652 0.0 1.6 -0.3 -0.015
C 2.18661 5.51679 -2.38066 -0.2 -0.4 0.6 -0.001
C 5.32745 -0.76338 2.66255 1.1 -0.5 -0.9 -0.012
O -1.01948 -0.91153 2.31169 -0.3 -0.5 0.5 0.107
C 2.21872 -2.60381 0.47044 -2.2 0.8 -0.3 -0.006
C -2.25134 -4.02483 -3.68035 0.6 -0.2 -0.4 0.001
H 3.90158 0.66882 3.30261 -0.2 0.0 -0.2 -0.001
C 5.58110 -1.86274 1.82542 -1.7 0.0 0.5 0.031
H 2.48947 -3.46272 -0.09914 0.1 -0.7 -0.5 0.005
H 6.17379 -0.27286 3.17232 -0.6 -0.2 -0.3 -0.001
C -4.96326 -0.28530 3.70189 2.3 0.3 -1.7 0.014
H 2.82332 4.07511 -3.71541 0.7 -0.6 -1.0 0.000
C -2.72916 -3.14064 -4.64922 0.0 1.5 0.1 0.000
H -2.97927 2.47819 1.61076 -0.3 1.3 0.0 -0.001
C 0.89114 4.80471 -0.50727 -0.5 -1.1 0.6 0.000
H 2.65046 6.28594 -2.97337 0.0 0.3 0.1 0.000
O -0.98821 -0.72552 -0.58127 0.1 1.3 0.8 0.130
H -1.92541 0.50569 -3.75548 -0.1 0.0 0.0 0.000
O 1.83692 -0.16209 2.19288 0.0 -0.9 0.5 0.128
H 1.75530 2.08302 -2.53072 -0.4 1.3 0.8 0.000
C -1.41741 -2.24136 -2.34078 0.4 1.0 0.2 0.020
C -1.51556 -3.57196 -2.56105 -2.1 -0.4 -2.5 0.006
C 2.96258 -0.86680 2.15319 1.0 -0.5 -1.4 0.024
H -2.28955 -5.09808 -3.85515 -0.3 0.2 0.1 0.000
H -2.38531 -2.59229 3.78274 -0.6 0.5 -0.6 -0.001
H 1.30609 6.81683 -0.96976 0.1 1.0 0.6 0.000
C -2.28103 -0.69189 2.68125 -0.6 -1.3 0.8 0.067
H -5.94083 -0.25153 4.08751 -1.0 0.5 0.4 0.001
H -3.32262 -3.44443 -5.53833 0.7 0.0 0.8 0.000
H 0.41665 4.98141 0.44916 -0.2 0.1 -0.1 0.000
O -1.64059 -0.04837 -3.02224 0.1 1.9 0.2 0.000
C 2.32218 4.21680 -2.80466 -2.0 -1.3 1.5 0.000
C 0.32119 2.46756 -0.04094 2.3 0.5 -2.2 0.016
H 6.58315 -2.17226 1.69199 0.7 -0.5 -0.2 0.002
H 4.64237 -3.41773 0.59088 0.1 0.6 0.3 0.000
C -4.27921 0.73881 3.05077 0.2 -1.5 0.4 0.005
C -2.47437 -1.74031 -4.47338 -0.4 -1.5 1.5 0.000
```
Forces are in eV/Å.

2S+1 = 5
orbital gap (spin up / spin down) = 7.4601 / 6.3732 eV
E_LUMO (spin up / spin down) = -0.1 / -1.4 eV



2.
This record from the Open Molecules 2025 dataset describes 2 unconnected molecules or ions with the total composition C4H8O2S. The level of theory is wB97M-V/def2-TZVPD.

```
15
Properties=species:S:1:pos:R:3:forces:R:3:lowdin_charge:R:1
O 0.09220 0.19038 0.35000 0.6 -0.1 -0.1 -0.041
S 3.13364 -2.75018 -1.47567 0.4 -0.1 -0.4 0.270
C 0.12860 -1.00581 -0.35931 -0.5 2.5 -0.3 -0.518
H 0.70399 -2.22367 1.32984 -0.4 -0.3 -0.4 0.109
C -0.45394 1.35241 -0.30086 -2.5 0.2 1.0 -0.207
C 1.01768 -1.94590 0.31630 1.9 -2.1 0.4 -0.101
H 1.33872 -2.82766 -0.32228 -1.7 0.3 0.7 -0.037
H -1.00541 0.98669 -1.13221 0.0 -0.1 -1.1 0.085
H -1.88946 2.99190 0.08124 0.0 -0.8 0.2 0.069
H 2.04466 -1.62762 0.49718 -0.2 1.3 0.1 0.035
H -2.41387 1.39801 0.89887 1.0 0.7 -0.3 0.082
O -0.46918 -1.14897 -1.38681 0.2 -0.5 0.1 0.117
C -1.56204 2.06870 0.60727 2.4 0.0 0.6 -0.067
H 0.28106 2.10146 -0.60474 0.3 -0.5 0.2 0.120
H -0.94665 2.44026 1.50117 -1.4 -0.6 -0.8 0.084
```
Forces are in eV/Å.

orbital gap (spin up / spin down) = 7.3723 / 7.4024 eV
E_LUMO (spin up / spin down) = -2.8 / -2.7 eV



3.
This record from the Open Molecules 2025 dataset describes 3 unconnected molecules or ions with the total composition C5H10O3. The level of theory is wB97M-V/def2-TZVPD.

```
18
Properties=species:S:1:pos:R:3:forces:R:3:lowdin_charge:R:1
C -0.84258 -2.16895 -0.19688 -0.4 -1.0 -1.5 0.001
H 2.45887 -1.40292 1.92898 0.1 -0.1 -0.1 0.084
H 1.89521 -2.78142 0.94538 0.0 0.2 -0.1 0.085
O -1.18187 3.27103 -0.77471 -0.1 0.1 0.1 0.071
H -2.93880 1.50565 -0.12225 0.0 0.0 -0.1 0.084
H 1.13023 2.25901 -1.17817 0.0 0.0 0.0 0.084
C 0.37426 1.48763 -1.04768 0.2 0.2 0.0 -0.018
H -1.71361 1.01474 1.01985 0.2 -0.1 0.1 0.091
C -0.94089 2.09719 -0.63544 0.1 -0.2 -0.1 -0.500
C 1.89347 -1.68767 1.03580 0.3 -0.2 0.3 -0.145
O -0.25336 -2.50899 -1.10918 -0.4 0.3 0.6 0.059
H 0.23362 0.96853 -1.99702 0.0 -0.1 0.0 0.093
O 0.58794 -1.15295 1.09449 -0.8 -0.2 1.6 -0.245
C -1.92484 1.12153 -0.04394 -0.4 0.3 0.1 -0.023
H 0.00489 -1.65712 1.73417 1.3 0.9 -0.9 0.103
H 0.69402 0.75463 -0.31101 0.0 -0.1 0.0 0.053
H 2.36741 -1.25910 0.15382 0.0 0.0 0.0 0.085
H -1.84396 0.13918 -0.49621 0.0 -0.1 0.0 0.039
```
Forces are in eV/Å.

orbital gap = 10.0061 eV
E_LUMO = 0.6 eV



4.
This record from the Open Molecules 2025 dataset describes a gas-phase ion, C2H4BrN2 (charge +1). The level of theory is wB97M-V/def2-TZVPD.

```
9
Properties=species:S:1:pos:R:3:forces:R:3:lowdin_charge:R:1
H -0.44637 0.31665 -1.00456 0.2 0.2 2.0 0.137
H 0.61007 -1.69925 -0.62734 -0.6 -1.6 -1.5 0.165
Br 3.93244 -0.39699 0.55538 0.0 0.1 0.1 1.045
N 0.91506 -0.15559 0.56856 0.9 1.1 2.4 -0.013
N 1.30698 -1.21288 -0.13314 -0.9 1.7 1.1 -0.019
H -0.15378 1.58714 0.16988 0.6 2.2 0.7 0.062
H -1.02191 0.16291 0.82487 0.9 0.8 -1.3 0.164
C -0.17568 0.55865 0.11285 -3.5 -3.3 -2.2 -0.076
C 2.53705 -1.01821 -0.31396 2.4 -1.3 -1.2 -0.467
```
Forces are in eV/Å.

orbital gap (spin up / spin down) = 8.7773 / 8.0425 eV
charge = +1
E_LUMO (spin up / spin down) = -6.2 / -6.7 eV



Asked for relative energy (zero: lowest compared OMol25 entry of this formula, charge and spin) across the records above, the calculation gives 130.1, 397.8, 179.2, 524.4 kJ/mol in order.